(1)
{
  "formula": "C4H11NO",
  "method": "ωB97M-V/def2-TZVPD",
  "s_squared": 0.7541,
  "charge": -1,
  "homo_lumo_gap_ev": [7.23, 6.23],
  "lumo_ev": [4.2, 3.2],
  "multiplicity": 2,
  "species": ["C", "N", "C", "C", "C", "H", "H", "H", "H", "H", "H", "H", "H", "H", "H", "H", "O"],
  "xyz": [[-1.00038, -2.18884, 0.36014], [-0.02587, -0.49249, -2.06195], [0.61109, 0.29024, -1.03775], [-0.04671, 2.10212, 0.50262], [-0.02705, 1.61947, -0.74231], [-0.57187, -1.75188, 1.25596], [-1.50605, -1.42050, -0.20685], [-1.78712, -2.89832, 0.61030], [-0.14479, -2.55351, -0.21046], [1.66587, 0.58609, -1.28802], [0.83993, -0.24829, -0.10833], [-0.24491, 3.16826, 0.61743], [0.20447, 1.44349, 1.42613], [-0.03777, 2.25307, -1.63370], [1.02168, 0.31019, 3.17374], [0.42955, -0.38995, -2.97056], [0.61993, 0.17084, 2.31361]]
}

(2)
{
  "formula": "C4H11NO",
  "method": "ωB97M-V/def2-TZVPD",
  "homo_lumo_gap_ev": 9.74,
  "lumo_ev": 0.8,
  "multiplicity": 1,
  "species": ["N", "C", "C", "C", "C", "H", "H", "H", "H", "H", "H", "H", "H", "H", "H", "H", "O"],
  "xyz": [[-0.70869, 0.00556, 1.43107], [0.60965, 0.20283, 2.07623], [1.71091, 0.15976, 0.97453], [0.92397, 0.19189, -0.32110], [-0.44657, -0.34242, 0.02795], [-1.22560, 0.87437, 1.45837], [0.71421, 1.06840, 2.71735], [0.75828, -0.65008, 2.75328], [2.42965, 0.97835, 1.07096], [2.24599, -0.78151, 1.08885], [0.83230, 1.14267, -0.83644], [1.37403, -0.38242, -1.14096], [-1.24704, 0.02723, -0.61275], [-0.59325, -1.42987, -0.07819], [-1.76492, -0.86865, -2.70469], [-0.88332, -0.13709, -3.60661], [-1.81919, -0.14979, -3.36146]]
}

(3)
{
  "formula": "C4H11NO",
  "method": "ωB97M-V/def2-TZVPD",
  "homo_lumo_gap_ev": 10.16,
  "lumo_ev": 0.7,
  "multiplicity": 1,
  "species": ["C", "C", "C", "C", "N", "H", "H", "H", "H", "H", "H", "H", "H", "H", "H", "H", "O"],
  "xyz": [[-0.73312, -1.03909, 1.57313], [-0.35423, 0.45067, 1.46520], [0.98381, 0.75902, 0.85978], [1.47607, 0.28715, -0.28728], [-1.53264, -1.58068, 0.44327], [0.20939, -1.58162, 1.60533], [-1.37272, -1.22617, 2.42954], [-1.11570, 1.00860, 0.91790], [-0.42682, 0.86792, 2.47513], [1.49475, 1.59946, 1.31910], [1.30852, -0.72771, -0.63220], [2.10031, 0.89262, -0.93147], [-1.50905, -0.93322, -0.33635], [-2.52480, -1.58979, 0.67722], [0.15815, 0.79370, -2.44359], [1.29828, 1.24795, -3.31365], [0.35682, 1.05139, -3.35423]]
}

(4)
{
  "formula": "C4H11NO",
  "method": "ωB97M-V/def2-TZVPD",
  "homo_lumo_gap_ev": 9.68,
  "lumo_ev": 0.8,
  "multiplicity": 1,
  "species": ["C", "C", "C", "C", "N", "H", "H", "H", "H", "H", "H", "H", "H", "H", "H", "H", "O"],
  "xyz": [[1.47542, -1.49836, 0.24902], [0.91358, -0.37664, 1.06810], [0.40638, 0.81538, 0.25561], [1.25438, 1.74196, -0.20437], [-1.00565, 0.94258, 0.17754], [2.41116, -1.23495, -0.24805], [0.73302, -1.89614, -0.43628], [1.87713, -2.27668, 0.91264], [1.57414, -0.10532, 1.89603], [0.02806, -0.68735, 1.64642], [2.31650, 1.57608, -0.17268], [0.73105, 2.58876, -0.63866], [-1.29833, 1.91652, 0.13470], [-1.40583, 0.71090, 1.07964], [-2.18150, -1.99461, -1.27382], [-1.81646, -0.53937, -0.92382], [-2.52282, -1.08715, -1.31875]]
}

(5)
{
  "formula": "C4H11NO",
  "method": "ωB97M-V/def2-TZVPD",
  "homo_lumo_gap_ev": 10.74,
  "lumo_ev": 0.8,
  "multiplicity": 1,
  "species": ["C", "C", "H", "H", "H", "H", "H", "H", "C", "C", "O", "N", "H", "H", "H", "H", "H"],
  "xyz": [[1.99561, 0.20056, -1.25285], [1.27517, 1.56128, -1.34928], [2.07977, -0.25044, -2.23896], [3.00230, 0.30084, -0.84220], [1.46784, -0.46084, -0.56731], [1.94883, 2.40319, -1.24017], [0.75613, 1.61405, -2.30903], [0.51034, 1.64853, -0.56888], [-2.28133, -0.63208, 0.45503], [-1.06050, -1.27555, 1.06399], [-0.51605, -2.28176, 0.66646], [-0.62900, -0.62359, 2.19014], [-2.67349, -1.28565, -0.32516], [-2.01685, 0.29668, -0.04261], [0.13284, -0.98379, 2.73740], [-0.94671, 0.30571, 2.39740], [-3.04490, -0.53715, 1.22603]]
}

(6)
{
  "formula": "C4H11NO",
  "method": "ωB97M-V/def2-TZVPD",
  "homo_lumo_gap_ev": 8.16,
  "lumo_ev": 0.8,
  "multiplicity": 1,
  "species": ["C", "C", "C", "C", "N", "H", "H", "H", "H", "H", "H", "H", "H", "H", "H", "H", "O"],
  "xyz": [[-0.02503, -1.75594, 2.70770], [-0.19874, -0.23507, 2.61239], [-0.59610, 0.24322, 1.22141], [0.42180, 0.55116, 0.38838], [0.52444, 0.37385, -0.96638], [0.14878, -2.30804, 1.79452], [-0.69874, -2.25684, 3.39562], [0.93048, -1.91562, 3.23092], [-1.09413, -0.02019, 3.21501], [0.63873, 0.34645, 2.98907], [-1.62532, 0.25327, 0.87481], [1.30886, 1.00245, 0.81539], [1.41849, 0.37603, -1.41221], [-0.21718, -0.11847, -1.42730], [-0.71252, 1.72806, -7.16634], [0.34007, 1.73943, -6.01891], [-0.56389, 1.99625, -6.25408]]
}

The records above yield energy relative to the best compared isomer or geometry (same formula, charge and spin) values of 2.0342 1.1411 2.1539 1.2900 0.2037 2.1058 eV, respectively.
The records above yield E_tot values of -7860.480 -7863.412 -7862.400 -7863.264 -7864.350 -7862.448 eV, respectively.